1.
The following is a quantum chemistry calculation of the molecule C21H21NO5 in a non-equilibrium geometry, from the OMol25 dataset.

Properties
- HOMO-LUMO gap (eV) = 8.769
- SMILES = COc1cccc(C[C@@H]2CC(=O)N(CCc3ccc4c(c3)OCO4)C2=O)c1
- ΔE to the lowest compared entry with this formula, charge and spin (kcal/mol) = 13.1
- E_tot (Eh) = -1243.82032
- largest force on an atom (eV Å⁻¹) = 1.28

The geometry in XYZ format:
```
48
Properties=species:S:1:pos:R:3:forces:R:3
C 0.971 -5.458 1.531 0.18 -0.12 0.10
O -0.098 -4.720 0.991 -0.25 0.23 -0.08
C -0.473 -3.570 1.614 -0.05 0.10 0.00
C 0.083 -3.076 2.787 0.18 -0.34 -0.11
C -0.406 -1.900 3.330 -0.10 0.14 -0.02
C -1.425 -1.201 2.715 0.02 -0.02 0.18
C -1.973 -1.673 1.525 -0.13 -0.24 0.04
C -3.019 -0.873 0.800 0.06 0.12 0.01
C -2.373 0.239 -0.059 -0.28 -0.06 -0.04
C -1.314 -0.295 -1.019 -0.08 -0.04 -0.12
C 0.002 -0.012 -0.329 -0.07 -0.30 -0.22
O 1.091 -0.440 -0.601 0.12 -0.07 -0.08
N -0.258 0.873 0.698 0.14 0.27 0.27
C 0.788 1.511 1.463 0.09 0.20 0.20
C 1.072 2.923 0.923 -0.04 -0.28 -0.04
C 1.399 2.840 -0.541 0.16 0.18 0.08
C 2.701 2.625 -0.963 -0.14 0.09 0.09
C 3.024 2.443 -2.305 -0.13 -0.05 -0.39
C 1.988 2.469 -3.205 -0.48 0.09 0.34
C 0.674 2.683 -2.790 0.54 -0.12 -0.10
C 0.355 2.879 -1.471 -0.01 0.04 -0.35
O -0.160 2.646 -3.880 -0.09 0.09 0.52
C 0.676 2.417 -4.995 -0.38 -0.10 -1.22
O 2.014 2.309 -4.566 0.38 -0.01 0.29
C -1.593 1.161 0.861 0.03 -0.18 -0.44
O -2.031 1.975 1.632 -0.14 0.21 0.28
C -1.502 -2.860 0.995 0.11 -0.13 0.06
H 1.892 -4.868 1.557 -0.04 -0.02 0.01
H 1.108 -6.309 0.866 0.03 0.04 0.08
H 0.742 -5.821 2.539 0.02 0.03 -0.04
H 0.885 -3.595 3.287 0.07 -0.08 0.02
H 0.020 -1.528 4.250 0.03 0.03 0.08
H -1.799 -0.289 3.154 -0.05 0.12 0.05
H -3.691 -0.398 1.518 -0.04 -0.04 -0.04
H -3.607 -1.521 0.148 -0.03 0.03 0.01
H -3.167 0.795 -0.562 0.11 0.05 0.08
H -1.411 -1.356 -1.240 0.08 0.02 -0.01
H -1.317 0.250 -1.966 0.05 0.01 0.01
H 1.676 0.882 1.370 -0.10 0.04 0.06
H 0.469 1.563 2.507 0.04 -0.07 -0.05
H 0.187 3.541 1.081 0.05 0.04 0.06
H 1.904 3.349 1.484 -0.01 0.05 0.03
H 3.493 2.592 -0.230 0.09 -0.01 0.11
H 4.038 2.277 -2.627 0.15 -0.03 -0.05
H -0.664 3.058 -1.165 -0.16 0.06 0.06
H 0.581 3.255 -5.704 0.05 -0.15 0.23
H 0.371 1.484 -5.496 0.09 0.18 0.19
H -1.922 -3.274 0.090 -0.07 -0.03 -0.13
```
Positions in Å, forces in eV/Å.

2.
The following is a quantum chemistry calculation of C21H22As2Cl3NO3Pd as an isolated structure in a non-equilibrium geometry, from the OMol25 dataset.

Properties
- HOMO-LUMO gap (alpha / beta) (eV) = 7.301 / 6.178
- ΔE to the lowest compared entry with this formula, charge and spin (kcal/mol) = 26.3
- E_tot (Eh) = -7073.90729
- largest force on an atom (eV Å⁻¹) = 1.57
- 2S+1 = 3

The geometry in XYZ format:
```
53
Properties=species:S:1:pos:R:3:forces:R:3
Pd -0.672 -0.443 -0.392 0.02 -0.36 0.12
Cl -0.553 3.047 3.066 0.06 0.24 0.02
C -1.178 1.447 3.214 0.41 -0.38 -0.63
C -1.960 1.126 4.316 -0.24 -0.52 0.10
C -2.462 -0.145 4.462 0.15 0.48 -0.01
Cl -3.452 -0.503 5.836 -0.12 -0.07 0.20
C -2.209 -1.136 3.494 0.19 0.08 -0.16
C -2.741 -2.442 3.546 0.03 -0.06 -0.31
C -2.509 -3.308 2.511 0.05 0.07 0.28
C -1.697 -2.894 1.448 0.19 0.10 -0.10
N -1.156 -1.700 1.396 -0.31 -0.21 -0.12
C -1.396 -0.801 2.375 -0.29 0.34 0.60
C -0.830 0.522 2.215 -0.64 0.03 1.40
O -0.043 0.822 1.250 0.18 -0.14 -0.99
H -2.167 1.890 5.050 -0.05 0.01 0.07
H -3.346 -2.727 4.393 -0.07 -0.03 0.00
H -2.933 -4.299 2.499 -0.03 -0.11 0.04
H -1.477 -3.562 0.622 -0.08 0.04 -0.01
C -0.318 2.789 -3.049 -0.17 -0.17 0.38
As 0.128 1.086 -2.149 0.82 0.13 -0.88
C 0.428 -0.046 -3.727 -0.20 0.02 0.10
C 2.019 1.327 -1.637 -0.14 0.05 0.10
C 2.765 2.424 -2.060 -0.13 0.03 -0.12
C 4.070 2.612 -1.636 0.06 0.07 0.01
C 4.653 1.706 -0.767 0.02 -0.01 -0.05
C 3.928 0.605 -0.352 -0.03 -0.21 0.09
C 2.619 0.400 -0.777 -0.04 0.04 0.02
As 1.675 -1.211 -0.175 1.57 0.05 0.05
C 2.263 -1.333 1.699 -0.30 0.04 -0.05
C 2.965 -2.543 -0.934 -0.63 0.04 -0.02
H 0.287 2.942 -3.946 0.03 -0.15 0.17
H -0.188 3.627 -2.359 0.03 -0.13 -0.06
H -1.369 2.730 -3.337 0.11 -0.09 0.05
H 1.168 0.388 -4.406 -0.06 0.00 0.19
H -0.532 -0.156 -4.232 0.09 -0.02 0.05
H 0.765 -1.032 -3.389 -0.02 0.17 -0.08
H 2.322 3.150 -2.733 0.01 -0.01 0.04
H 4.631 3.471 -1.976 0.01 0.07 -0.03
H 5.667 1.851 -0.420 0.02 0.02 0.02
H 4.385 -0.108 0.325 0.04 0.03 -0.01
H 3.316 -1.607 1.787 -0.12 0.02 -0.18
H 1.654 -2.083 2.211 0.06 0.07 -0.10
H 2.091 -0.366 2.170 -0.03 -0.03 -0.05
H 3.992 -2.259 -0.700 -0.16 0.14 0.07
H 2.846 -2.594 -2.017 -0.01 0.02 0.05
H 2.758 -3.527 -0.509 -0.02 0.10 -0.03
Cl -5.662 -0.651 -2.139 -0.23 -0.24 -0.05
C -4.587 0.717 -1.795 0.41 0.12 0.12
C -3.144 0.198 -1.640 -0.84 0.52 -0.80
O -2.389 0.267 -2.618 -0.06 0.07 -0.46
O -2.844 -0.253 -0.511 0.36 -0.09 0.92
H -4.922 1.177 -0.866 0.02 -0.04 -0.13
H -4.660 1.407 -2.635 0.06 -0.09 0.14
```
Positions in Å, forces in eV/Å.

3.
The following is a quantum chemistry calculation of a 21-piece molecular cluster, C21H22BCl60FN2O5S overall in a non-equilibrium geometry, from the OMol25 dataset.

Properties
- HOMO-LUMO gap (eV) = 10.433
- E_tot (Eh) = -29433.41172
- largest force on an atom (eV Å⁻¹) = 4.56

The geometry in XYZ format:
```
113
Properties=species:S:1:pos:R:3:forces:R:3
N 6.294 -7.240 -2.955 -0.45 2.25 1.09
C 6.161 -6.159 -2.519 0.73 -2.11 -2.25
O 6.040 -4.896 -2.226 -0.22 0.15 0.67
N 6.161 -4.121 -3.435 -0.32 0.76 0.19
B 4.791 -3.594 -3.893 -0.56 0.04 -0.58
O 4.556 -3.677 -5.225 0.30 -0.33 0.28
O 3.862 -3.095 -3.065 0.05 -0.54 0.03
S 7.427 -3.050 -3.290 3.39 -2.51 -1.72
O 7.743 -2.613 -4.608 -1.29 0.59 0.45
O 8.474 -3.748 -2.621 -0.99 0.63 0.76
F 6.982 -1.858 -2.437 -0.54 0.18 0.40
H 5.189 -4.292 -5.616 0.06 0.31 -0.32
H 3.798 -3.545 -2.207 0.07 0.52 0.03
C 2.955 -1.827 0.660 0.03 0.22 -0.03
Cl 3.388 -1.534 2.341 -0.04 -0.03 -0.12
Cl 3.197 -0.390 -0.323 -0.01 -0.09 0.04
Cl 3.900 -3.183 0.020 0.04 -0.14 0.35
H 1.907 -2.093 0.620 0.03 -0.10 -0.06
C 1.761 -6.609 -2.124 -0.08 0.20 0.02
Cl 0.694 -5.965 -0.884 0.23 -0.01 -0.06
Cl 1.294 -6.031 -3.722 0.13 -0.32 -0.12
Cl 3.447 -6.183 -1.790 -0.47 -0.19 0.14
H 1.683 -7.688 -2.118 0.03 -0.02 0.02
C 8.920 0.161 -0.112 0.11 -0.05 0.09
Cl 10.123 -1.117 0.072 -0.05 0.02 -0.07
Cl 7.717 0.067 1.172 -0.10 0.00 -0.01
Cl 9.690 1.749 -0.134 -0.02 0.00 -0.03
H 8.416 0.018 -1.058 -0.01 0.00 -0.02
C -0.616 -1.833 -2.553 0.25 -0.04 -0.09
Cl -0.319 -1.529 -0.840 0.07 0.04 0.04
Cl -0.329 -0.382 -3.517 -0.19 0.00 0.09
Cl 0.371 -3.173 -3.131 -0.14 0.30 0.09
H -1.654 -2.109 -2.658 -0.06 -0.04 -0.02
C 4.438 0.573 -4.207 -0.14 -0.20 0.03
Cl 5.555 -0.619 -4.875 0.00 0.23 -0.03
Cl 2.828 -0.119 -4.019 0.19 0.17 0.01
Cl 5.060 1.203 -2.670 -0.02 0.04 -0.13
H 4.371 1.395 -4.909 0.01 -0.14 0.18
C -4.548 -1.891 0.243 0.10 -0.16 -0.03
Cl -5.223 -3.504 0.053 0.08 0.05 0.01
Cl -3.499 -1.796 1.658 0.00 0.02 -0.01
Cl -3.678 -1.403 -1.218 -0.26 0.14 0.00
H -5.369 -1.202 0.384 0.09 -0.02 0.02
C -8.120 -0.175 1.923 0.12 -0.13 0.07
Cl -8.790 -1.797 1.736 -0.04 0.04 -0.05
Cl -7.094 -0.097 3.352 0.00 -0.02 -0.01
Cl -7.223 0.303 0.475 -0.30 -0.01 -0.09
H -8.940 0.519 2.052 -0.01 0.03 -0.02
C -5.263 3.542 2.040 0.05 -0.17 0.19
Cl -7.018 3.348 2.124 0.05 0.15 0.01
Cl -4.627 4.247 3.531 0.07 -0.12 -0.08
Cl -4.470 1.998 1.725 -0.34 -0.06 -0.03
H -5.031 4.209 1.221 -0.02 0.06 0.00
C -8.152 7.517 2.994 -0.01 -0.11 0.11
Cl -9.437 6.339 2.702 0.02 0.00 -0.02
Cl -8.479 8.443 4.458 0.01 0.04 -0.02
Cl -6.581 6.726 3.094 -0.18 0.17 0.05
H -8.133 8.202 2.161 0.00 0.04 -0.07
C -2.396 -8.387 0.114 -0.03 -0.08 -0.13
Cl -2.199 -6.651 0.368 -0.22 -0.08 0.07
Cl -4.008 -8.745 -0.498 0.96 -0.58 0.04
Cl -1.166 -9.037 -0.975 0.08 0.02 0.01
H -2.284 -8.878 1.071 0.03 -0.01 0.02
C 4.452 2.345 -7.994 -0.12 -0.07 -0.01
Cl 5.094 3.002 -6.482 0.11 0.20 -0.18
Cl 4.061 0.634 -7.821 0.01 0.08 -0.02
Cl 3.043 3.262 -8.520 0.02 0.02 -0.01
H 5.220 2.442 -8.749 0.03 0.00 0.00
C 5.299 -1.517 6.012 0.00 0.03 0.07
Cl 3.899 -0.690 5.321 0.02 0.08 0.17
Cl 6.529 -0.360 6.511 -0.01 0.01 -0.02
Cl 4.814 -2.543 7.360 0.00 -0.01 -0.01
H 5.724 -2.148 5.243 -0.01 -0.01 -0.02
C -4.885 10.142 1.212 0.12 -0.12 0.11
Cl -6.643 10.269 1.267 -0.05 0.00 -0.04
Cl -4.174 10.707 2.723 -0.02 0.00 0.07
Cl -4.357 8.493 0.860 -0.05 0.17 -0.06
H -4.540 10.786 0.416 0.03 -0.01 0.02
C -1.649 12.058 5.387 0.03 -0.01 0.07
Cl -0.693 10.585 5.542 -0.02 -0.01 -0.02
Cl -2.902 12.128 6.627 -0.01 0.00 -0.05
Cl -0.617 13.486 5.456 -0.01 0.01 -0.02
H -2.133 12.042 4.420 0.00 0.01 -0.02
C -0.899 4.263 1.386 0.00 -0.08 0.06
Cl -0.358 4.965 2.907 0.01 0.00 0.01
Cl -1.363 2.576 1.594 0.39 0.15 -0.02
Cl -2.229 5.215 0.706 -0.02 -0.02 -0.05
H -0.081 4.299 0.681 0.02 0.04 -0.01
C -7.296 -6.979 1.045 -0.14 0.07 -0.20
Cl -7.762 -5.296 1.293 -0.09 -0.04 0.12
Cl -8.720 -8.012 0.907 0.01 -0.03 0.02
Cl -6.275 -7.126 -0.384 -0.84 0.61 0.26
H -6.726 -7.303 1.905 0.02 -0.01 0.03
C -7.946 -7.581 -4.401 -0.02 -0.03 0.07
Cl -9.074 -8.898 -4.728 0.00 0.01 -0.02
Cl -8.420 -6.690 -2.958 -0.12 0.05 -0.13
Cl -6.298 -8.194 -4.243 0.04 0.00 0.00
H -7.971 -6.902 -5.242 0.01 0.01 -0.02
C -2.160 12.056 -1.523 0.05 -0.05 0.11
Cl -3.507 10.972 -1.888 0.02 0.00 -0.19
Cl -2.509 13.001 -0.073 -0.02 0.02 -0.01
Cl -0.663 11.150 -1.335 -0.01 0.01 -0.02
H -2.043 12.739 -2.354 -0.02 0.02 -0.02
C 8.901 -7.592 0.569 -0.07 0.08 0.09
Cl 9.475 -6.667 1.959 0.00 0.00 -0.04
Cl 8.462 -9.231 1.046 0.01 -0.02 -0.01
Cl 7.539 -6.790 -0.220 0.39 -0.14 0.61
H 9.707 -7.654 -0.149 0.01 0.00 -0.02
C 1.625 2.365 7.346 0.01 0.08 0.02
Cl 0.420 2.862 8.536 -0.01 -0.02 0.00
Cl 1.263 3.054 5.764 -0.02 -0.04 -0.04
Cl 3.246 2.817 7.872 0.02 -0.03 -0.01
H 1.588 1.288 7.261 0.01 -0.03 -0.01
```
Positions in Å, forces in eV/Å.

4.
The following is a quantum chemistry calculation of C21H22Cl2N8O11P2RuS as an isolated structure in a non-equilibrium geometry, from the OMol25 dataset.

Properties
- HOMO-LUMO gap (alpha / beta) (eV) = 7.142 / 5.699
- net charge = -1
- ΔE to the lowest compared entry with this formula, charge and spin (kcal/mol) = 20.1
- E_tot (Eh) = -4175.56502
- largest force on an atom (eV Å⁻¹) = 1.51
- 2S+1 = 6

The geometry in XYZ format:
```
68
Properties=species:S:1:pos:R:3:forces:R:3
Ru -0.624 0.166 -0.135 -0.87 0.06 -0.67
Cl -5.818 -0.498 0.216 -0.10 -0.08 0.07
C -4.999 0.763 -0.636 0.56 -0.09 0.11
C -5.749 1.724 -1.312 0.09 0.27 -0.20
C -5.133 2.717 -2.028 -0.09 -0.22 0.17
Cl -6.099 3.900 -2.857 -0.09 0.10 -0.10
C -3.726 2.781 -2.100 0.15 -0.07 0.09
C -2.995 3.708 -2.875 0.17 0.00 -0.01
C -1.629 3.645 -2.908 -0.12 0.06 -0.04
C -0.966 2.678 -2.137 -0.11 0.02 0.03
N -1.631 1.836 -1.385 0.60 0.03 0.22
C -2.978 1.830 -1.366 -0.44 -0.10 -0.02
C -3.594 0.765 -0.614 -0.74 0.33 -0.23
O -2.898 -0.118 -0.009 1.20 -0.14 0.01
H -6.829 1.675 -1.276 0.00 -0.01 0.02
H -3.527 4.448 -3.456 -0.02 0.01 0.01
H -1.048 4.322 -3.517 0.00 -0.01 -0.01
H 0.114 2.590 -2.156 0.00 0.00 0.00
N 0.717 -2.872 -2.320 -0.24 0.21 0.31
C 1.292 -1.690 -3.044 0.01 0.69 0.11
C 2.090 -2.118 -4.261 0.06 0.01 -0.06
P -0.169 -0.654 -3.515 -0.60 -0.36 -0.48
O -0.846 -1.813 -4.488 -0.02 0.52 0.13
O 0.126 0.560 -4.292 0.23 -0.05 -0.06
O -1.056 -0.582 -2.295 0.55 -0.12 0.67
P 2.354 -0.756 -1.846 -0.06 0.15 0.60
O 3.556 -1.808 -1.612 -0.08 -0.60 0.47
O 2.878 0.500 -2.385 -0.02 -0.12 -0.31
O 1.546 -0.744 -0.537 -0.30 -0.12 -0.06
H -0.004 -3.302 -2.903 0.12 -0.18 -0.03
H 0.233 -2.578 -1.424 0.00 -0.05 0.00
H 1.436 -3.545 -2.048 -0.04 -0.15 -0.04
H 1.493 -2.748 -4.921 -0.02 0.02 -0.01
H 3.001 -2.641 -3.969 0.00 -0.02 0.00
H 2.370 -1.216 -4.806 0.03 -0.04 -0.02
H -1.397 -1.350 -5.137 0.10 -0.23 0.07
H 3.316 -2.527 -0.988 0.09 0.34 -0.17
C 4.153 -1.036 2.624 -0.05 -0.06 -0.09
C 3.186 0.077 2.845 0.06 -0.16 0.07
C 2.970 0.685 4.053 -0.11 0.03 0.05
C 2.018 1.711 4.116 0.12 -0.15 -0.31
N 1.422 2.171 3.021 -0.22 0.12 0.25
C 1.634 1.572 1.861 0.32 0.18 -0.13
S 0.945 2.173 0.411 -0.39 -0.07 -0.22
N 2.499 0.523 1.780 -0.33 -0.19 0.09
C 1.587 2.295 5.414 -0.08 0.01 0.01
H 4.454 -1.473 3.571 0.00 -0.01 0.00
H 5.034 -0.656 2.101 0.00 0.00 0.02
H 3.709 -1.811 1.999 -0.05 -0.05 0.00
H 3.472 0.336 4.942 0.04 -0.04 0.00
H 2.478 0.002 0.888 0.07 0.07 -0.07
H 2.352 2.193 6.183 -0.02 0.01 -0.01
H 0.696 1.740 5.721 -0.03 0.01 0.04
H 1.294 3.333 5.282 0.03 0.00 0.00
N -1.529 -1.773 1.986 0.07 0.32 -0.22
C -0.570 -2.284 1.195 -0.32 -1.31 0.69
O -0.784 -2.321 -0.056 0.34 0.65 -0.21
C 0.578 -2.904 1.791 -0.27 0.41 -0.19
C 0.844 -2.886 3.173 0.10 -0.02 0.27
N 1.118 -2.882 4.296 -0.01 0.07 -0.01
C 1.436 -3.615 0.957 0.29 -0.03 -0.32
N 2.133 -4.198 0.236 0.13 0.17 -0.30
H -2.296 -1.327 1.488 -0.06 -0.07 0.09
H -1.293 -1.362 2.889 0.00 0.00 -0.01
O -1.084 0.222 3.805 -0.04 0.34 -0.12
N -1.599 1.169 3.157 0.39 0.08 0.25
O -2.186 2.081 3.721 0.05 -0.25 -0.19
O -1.475 1.200 1.891 -0.03 -0.12 0.01
```
Positions in Å, forces in eV/Å.

Question: E_tot of number 1 (C21H21NO5)?
Answer: -1243.82032 Eh